A.
The following is a quantum chemistry calculation of a single C4H4IN molecule, from the Open Molecules 2025 dataset.

Positions of all 10 atoms, in Å:
C1 0.90 1.51 -0.12
C2 -0.22 0.97 -0.52
C3 -1.15 0.11 -0.52
C4 -1.32 -1.34 -0.18
N1 -2.32 -0.48 -0.87
I1 -4.16 0.13 0.06
H1 1.04 1.89 0.82
H2 1.78 1.75 -0.71
H3 -0.75 -2.11 -0.90
H4 -1.54 -1.51 0.88

- net charge = 0
- frontier orbital gap (eV) = 7.94

Electronic structure analysis, Mulliken charges in units of e: atom 1 (C): -0.8276, atom 2 (C): -0.0059, atom 3 (C): 0.4932, atom 4 (C): -0.1411, atom 5 (N): -0.5757, atom 6 (I): 0.1093, atom 7 (H): 0.2690, atom 8 (H): 0.2478, atom 9 (H): 0.2051, atom 10 (H): 0.2259

---

B.
The following is a quantum chemistry calculation of a single C4H4IN molecule, from the Open Molecules 2025 dataset.

Positions of all 10 atoms, in Å:
N1 1.29 -2.52 -0.81
C1 1.08 -1.53 -0.28
C2 0.63 -0.33 0.38
C3 -0.75 0.06 -0.06
C4 -1.31 -0.09 -1.25
I1 -3.17 0.77 -1.82
H1 0.35 -0.62 1.43
H2 1.33 0.44 0.42
H3 -1.31 0.59 0.70
H4 -0.78 -0.39 -2.12

- net charge = 0
- frontier orbital gap (eV) = 9.68

Electronic structure analysis, Mulliken charges in units of e: atom 1 (N): -0.3872, atom 2 (C): 0.2788, atom 3 (C): -0.3794, atom 4 (C): -0.2135, atom 5 (C): -0.5431, atom 6 (I): 0.0425, atom 7 (H): 0.1948, atom 8 (H): 0.3396, atom 9 (H): 0.2637, atom 10 (H): 0.4038

---

What should be chosen as the most stable of them? Choose B.

---

A.
The following is a quantum chemistry calculation of a molecular structure, C22H20BN5O2PdS2Se, from the Open Molecules 2025 dataset.

Positions of all 54 atoms, in Å:
Pd1 -0.31 1.33 -0.52
C1 -3.33 5.63 -1.43
S1 -2.30 5.61 0.05
C2 -1.29 4.24 -0.16
S2 -1.38 3.24 -1.69
N1 -0.42 3.99 0.75
N2 0.41 2.93 0.52
C3 1.63 2.98 0.86
C4 2.59 1.94 0.44
C5 3.89 1.96 0.89
C6 4.78 1.01 0.41
C7 4.33 0.07 -0.50
C8 2.99 0.12 -0.90
N3 2.14 1.03 -0.44
H1 -3.98 6.49 -1.28
H2 -3.95 4.74 -1.50
H3 -2.75 5.79 -2.33
H4 1.98 3.87 1.39
H5 4.21 2.72 1.59
H6 5.81 1.01 0.74
H7 4.99 -0.68 -0.91
H8 2.61 -0.58 -1.62
O1 -3.39 2.11 0.05
B1 -2.53 1.95 -1.00
O2 -2.58 0.70 -1.60
C9 -3.56 0.03 -0.85
C10 -4.03 -1.25 -1.01
C11 -5.01 -1.66 -0.11
C12 -5.48 -0.82 0.89
C13 -5.00 0.48 1.03
C14 -4.03 0.87 0.14
H9 -3.68 -1.89 -1.82
H10 -5.43 -2.66 -0.21
H11 -6.25 -1.17 1.56
H12 -5.36 1.15 1.80
C15 -0.41 -2.33 -0.96
N4 0.65 -2.26 0.04
C16 0.71 -1.39 1.05
Se1 -0.52 -0.02 1.46
N5 1.78 -1.67 1.79
C17 2.46 -2.76 1.26
C18 3.61 -3.43 1.67
C19 4.00 -4.50 0.88
C20 3.27 -4.88 -0.26
C21 2.13 -4.21 -0.65
C22 1.74 -3.14 0.14
H13 -0.49 -1.40 -1.51
H14 -1.37 -2.55 -0.48
H15 -0.17 -3.13 -1.66
H16 2.02 -1.16 2.63
H17 4.16 -3.14 2.55
H18 4.88 -5.06 1.16
H19 3.62 -5.73 -0.84
H20 1.58 -4.53 -1.53

- net charge = +2
- frontier orbital gap (spin up / spin down) (eV) = 5.95 / 5.96

Electronic structure analysis, Mulliken charges in units of e: atom 1 (Pd): 0.1653, atom 2 (C): -0.8958, atom 3 (S): 0.0912, atom 4 (C): 0.4510, atom 5 (S): -0.4323, atom 6 (N): -1.2101, atom 7 (N): 0.7416, atom 8 (C): -0.6251, atom 9 (C): 0.9450, atom 10 (C): -0.7304, atom 11 (C): -0.3969, atom 12 (C): -0.6304, atom 13 (C): -0.3695, atom 14 (N): 0.0632, atom 15 (H): 0.3889, atom 16 (H): 0.2895, atom 17 (H): 0.3476, atom 18 (H): 0.4470, atom 19 (H): 0.4280, atom 20 (H): 0.4839, atom 21 (H): 0.4680, atom 22 (H): 0.4861, atom 23 (O): -0.3712, atom 24 (B): 1.4983, atom 25 (O): -0.5125, atom 26 (C): 0.6535, atom 27 (C): -0.8406, atom 28 (C): -0.6664, atom 29 (C): -0.5475, atom 30 (C): -0.9502, atom 31 (C): 0.6548, atom 32 (H): 0.6275, atom 33 (H): 0.4373, atom 34 (H): 0.4278, atom 35 (H): 0.5179, atom 36 (C): -1.0125, atom 37 (N): 0.3933, atom 38 (C): -0.5444, atom 39 (Se): -0.1837, atom 40 (N): 0.2437, atom 41 (C): 0.6789, atom 42 (C): -0.9885, atom 43 (C): -0.5386, atom 44 (C): -0.7344, atom 45 (C): -1.0043, atom 46 (C): 1.1936, atom 47 (H): 0.2944, atom 48 (H): 0.4379, atom 49 (H): 0.2807, atom 50 (H): 0.2825, atom 51 (H): 0.4630, atom 52 (H): 0.4420, atom 53 (H): 0.4337, atom 54 (H): 0.4283

---

B.
The following is a quantum chemistry calculation of a molecular structure, C22H20BN5O2PdS2Se, from the Open Molecules 2025 dataset.

Positions of all 54 atoms, in Å:
Pd1 -0.37 0.51 -0.06
C1 3.23 -3.62 -1.22
S1 1.44 -3.54 -1.45
C2 1.08 -1.96 -0.89
S2 -0.62 -1.52 -1.02
N1 2.01 -1.16 -0.47
N2 1.52 0.05 -0.07
C3 2.32 0.95 0.35
C4 1.75 2.24 0.76
C5 2.53 3.29 1.20
C6 1.89 4.48 1.54
C7 0.52 4.57 1.44
C8 -0.19 3.46 0.99
N3 0.41 2.32 0.66
H1 3.51 -4.62 -1.56
H2 3.48 -3.50 -0.18
H3 3.71 -2.87 -1.83
H4 3.39 0.74 0.39
H5 3.60 3.19 1.26
H6 2.47 5.33 1.89
H7 -0.01 5.48 1.69
H8 -1.27 3.50 0.88
O1 -4.49 1.42 0.94
B1 -3.38 0.64 1.03
O2 -2.47 0.95 0.01
C9 -3.08 1.97 -0.74
C10 -2.61 2.61 -1.86
C11 -3.45 3.59 -2.39
C12 -4.69 3.87 -1.81
C13 -5.15 3.20 -0.68
C14 -4.30 2.24 -0.17
H9 -1.65 2.37 -2.31
H10 -3.15 4.13 -3.27
H11 -5.31 4.64 -2.25
H12 -6.10 3.41 -0.23
C15 -6.11 -2.02 2.74
N4 -5.14 -2.56 1.79
C16 -3.91 -2.12 1.55
Se1 -3.02 -0.70 2.44
N5 -3.34 -2.89 0.62
C17 -4.23 -3.87 0.22
C18 -4.13 -4.91 -0.70
C19 -5.24 -5.71 -0.83
C20 -6.41 -5.50 -0.07
C21 -6.51 -4.48 0.85
C22 -5.38 -3.66 0.97
H13 -5.70 -1.14 3.22
H14 -6.34 -2.78 3.49
H15 -7.02 -1.75 2.20
H16 -2.40 -2.74 0.26
H17 -3.24 -5.07 -1.28
H18 -5.22 -6.53 -1.53
H19 -7.25 -6.17 -0.21
H20 -7.40 -4.32 1.43

- net charge = +2
- frontier orbital gap (eV) = 7.44

Electronic structure analysis, Mulliken charges in units of e: atom 1 (Pd): 0.5887, atom 2 (C): -0.8447, atom 3 (S): 0.0609, atom 4 (C): 0.6650, atom 5 (S): -0.5647, atom 6 (N): -0.8709, atom 7 (N): 0.1767, atom 8 (C): -0.4722, atom 9 (C): 0.9165, atom 10 (C): -0.8191, atom 11 (C): -0.2133, atom 12 (C): -0.9557, atom 13 (C): -0.0859, atom 14 (N): -0.2265, atom 15 (H): 0.3584, atom 16 (H): 0.2928, atom 17 (H): 0.2963, atom 18 (H): 0.4187, atom 19 (H): 0.4307, atom 20 (H): 0.4606, atom 21 (H): 0.4280, atom 22 (H): 0.4897, atom 23 (O): -0.6127, atom 24 (B): 0.2001, atom 25 (O): 0.5564, atom 26 (C): 0.7227, atom 27 (C): -0.5916, atom 28 (C): -0.7460, atom 29 (C): -0.5310, atom 30 (C): -0.8851, atom 31 (C): 0.6891, atom 32 (H): 0.5107, atom 33 (H): 0.4364, atom 34 (H): 0.4294, atom 35 (H): 0.5058, atom 36 (C): -0.9427, atom 37 (N): 0.2645, atom 38 (C): 0.0037, atom 39 (Se): -0.0847, atom 40 (N): 0.3175, atom 41 (C): 0.5666, atom 42 (C): -0.8605, atom 43 (C): -0.5341, atom 44 (C): -0.6630, atom 45 (C): -0.6592, atom 46 (C): 0.6303, atom 47 (H): 0.2995, atom 48 (H): 0.3742, atom 49 (H): 0.3753, atom 50 (H): -0.0668, atom 51 (H): 0.4663, atom 52 (H): 0.4182, atom 53 (H): 0.4119, atom 54 (H): 0.4686

---

What should be chosen as the most stable of them? Choose B.

---

A.
The following is a quantum chemistry calculation of a single C5H6 molecule, from the Open Molecules 2025 dataset.

Positions of all 11 atoms, in Å:
C1 0.42 -0.99 -0.80
C2 -0.87 -0.91 -0.53
C3 -0.77 0.64 0.00
C4 0.25 0.51 1.09
C5 0.70 0.45 -0.34
H1 1.36 -1.51 -1.11
H2 -1.75 -1.61 -0.70
H3 -1.60 1.34 -0.10
H4 0.55 1.35 1.58
H5 0.33 -0.42 1.59
H6 1.39 1.15 -0.69

- net charge = 0
- frontier orbital gap (eV) = 10.07

Electronic structure analysis, Mulliken charges in units of e: atom 1 (C): -0.3646, atom 2 (C): -0.5117, atom 3 (C): -0.3017, atom 4 (C): -0.5890, atom 5 (C): -0.2977, atom 6 (H): 0.3380, atom 7 (H): 0.3429, atom 8 (H): 0.4054, atom 9 (H): 0.3036, atom 10 (H): 0.2314, atom 11 (H): 0.4434

---

B.
The following is a quantum chemistry calculation of a single C5H6 molecule, from the Open Molecules 2025 dataset.

Positions of all 11 atoms, in Å:
C1 -0.17 2.68 0.92
C2 -0.22 1.71 0.14
C3 -0.28 0.70 -0.74
C4 0.56 -0.51 -0.70
C5 -0.24 -1.55 0.13
H1 -0.58 3.64 1.19
H2 -1.30 -1.54 -0.15
H3 0.70 -0.90 -1.71
H4 1.54 -0.37 -0.24
H5 0.16 -2.55 -0.05
H6 -0.16 -1.33 1.20

- net charge = 0
- frontier orbital gap (spin up / spin down) (eV) = 7.09 / 7.09

Electronic structure analysis, Mulliken charges in units of e: atom 1 (C): -0.3088, atom 2 (C): 0.2406, atom 3 (C): -0.5762, atom 4 (C): -0.0385, atom 5 (C): -1.1037, atom 6 (H): 0.2809, atom 7 (H): 0.3324, atom 8 (H): 0.2519, atom 9 (H): 0.2852, atom 10 (H): 0.3090, atom 11 (H): 0.3272

---

C.
The following is a quantum chemistry calculation of a single C5H6 molecule, from the Open Molecules 2025 dataset.

Positions of all 11 atoms, in Å:
C1 1.07 -0.81 0.07
C2 1.07 0.58 -0.09
C3 -0.39 1.03 0.11
C4 -1.19 -0.14 0.01
C5 -0.38 -1.18 0.14
H1 2.01 -1.47 0.10
H2 2.01 1.28 -0.12
H3 -0.43 1.61 0.95
H4 -0.79 1.84 -0.60
H5 -2.33 -0.49 -0.27
H6 -0.65 -2.23 -0.28

- net charge = 0
- frontier orbital gap (eV) = 9.82

Electronic structure analysis, Mulliken charges in units of e: atom 1 (C): -0.2131, atom 2 (C): -0.3700, atom 3 (C): -0.4286, atom 4 (C): -0.1732, atom 5 (C): -0.4293, atom 6 (H): 0.3107, atom 7 (H): 0.2684, atom 8 (H): 0.2727, atom 9 (H): 0.2698, atom 10 (H): 0.2335, atom 11 (H): 0.2591

---

What should be chosen as the most stable of them? Choose C.